1.
{"formula": "C57H143N9O19", "method": "the ωB97M-V functional and the def2-TZVPD basis", "lumo_energy_ev": 0.659, "total_charge": 0, "smiles": "COCCNCCOC.COCCNCCOC.COCCNCCOC.COCCNCCOC.COCCNCCOC.COCCNCCOC.COCCNCCOC.COCCNCCOC.COCCNCCOC.CC(C)O", "relative_energy_kj_mol": 404.3, "homo_ev": -8.25, "elements": ["O", "O", "O", "O", "O", "O", "O", "O", "O", "O", "O", "O", "O", "O", "O", "O", "O", "O", "O", "N", "N", "N", "N", "N", "N", "N", "N", "N", "C", "C", "C", "C", "C", "C", "C", "C", "C", "C", "C", "C", "C", "C", "C", "C", "C", "C", "C", "C", "C", "C", "C", "C", "C", "C", "C", "C", "C", "C", "C", "C", "C", "C", "C", "C", "C", "C", "C", "C", "C", "C", "C", "C", "C", "C", "C", "C", "C", "C", "C", "C", "C", "C", "C", "C", "C", "H", "H", "H", "H", "H", "H", "H", "H", "H", "H", "H", "H", "H", "H", "H", "H", "H", "H", "H", "H", "H", "H", "H", "H", "H", "H", "H", "H", "H", "H", "H", "H", "H", "H", "H", "H", "H", "H", "H", "H", "H", "H", "H", "H", "H", "H", "H", "H", "H", "H", "H", "H", "H", "H", "H", "H", "H", "H", "H", "H", "H", "H", "H", "H", "H", "H", "H", "H", "H", "H", "H", "H", "H", "H", "H", "H", "H", "H", "H", "H", "H", "H", "H", "H", "H", "H", "H", "H", "H", "H", "H", "H", "H", "H", "H", "H", "H", "H", "H", "H", "H", "H", "H", "H", "H", "H", "H", "H", "H", "H", "H", "H", "H", "H", "H", "H", "H", "H", "H", "H", "H", "H", "H", "H", "H", "H", "H", "H", "H", "H", "H", "H", "H", "H", "H", "H", "H", "H", "H", "H", "H", "H", "H"], "xyz": [[4.42081, 0.37509, -3.01145], [-0.65448, 5.65934, 1.30126], [-2.34070, -3.92646, -1.21554], [1.90000, -3.43056, -4.39116], [1.90218, 0.37116, 2.68877], [-0.56024, 2.36009, -0.75693], [1.74163, -2.71282, 0.04368], [3.45662, 7.21648, 6.54753], [-4.03980, -1.79011, 1.96285], [-4.47691, -1.54892, 6.78209], [-1.06931, 0.97004, -4.92169], [2.89850, -7.17373, -3.59915], [5.30563, 3.00067, 6.04421], [-4.87629, 0.50356, -4.61043], [-3.86420, -6.96141, 1.81939], [-2.53205, 1.45268, 3.63115], [1.72181, 3.33685, -1.56184], [9.66423, 0.14981, -0.10702], [-9.19203, 2.28532, -5.53912], [0.22752, -5.10736, -1.08085], [0.75019, 3.34115, -4.05923], [-5.54223, 1.10843, 5.63510], [6.15989, 0.05014, -0.94294], [-2.77104, -4.34732, 2.56916], [3.76512, -5.31955, -5.48938], [-6.71746, 2.47477, -4.10004], [2.84084, 2.69418, 4.62928], [2.54433, 5.83995, 3.18655], [-10.45959, 1.70670, -5.46483], [3.09705, 6.70204, 4.21336], [3.19538, -3.02594, -4.72257], [5.13111, 3.10667, 4.58239], [3.38682, 1.07767, -3.73065], [1.95736, 4.54373, -2.31314], [-1.92241, -5.50550, 2.21226], [-2.18604, 2.25413, 2.52262], [-2.55835, -6.82723, 2.48882], [5.21240, -0.97666, -1.36825], [3.95731, -0.29348, -1.88709], [-4.37111, -8.25487, 1.93712], [-3.07389, -1.96908, 2.92340], [-0.18001, 0.24489, -1.88904], [-7.44105, 3.63903, -4.60280], [-8.93984, 3.23264, -4.54478], [-4.85923, -0.64329, 2.04255], [8.42297, 0.65102, -0.51197], [2.73386, 3.06072, -0.60771], [4.29918, -7.20242, -3.90618], [1.31536, 0.77976, 3.85459], [4.06587, -4.28363, -4.52617], [-4.61701, 1.42336, -3.50260], [7.52385, -0.55967, -0.78000], [1.55020, 2.27174, 3.98520], [-0.69024, 2.09956, -5.70126], [1.86249, -3.20852, 1.38059], [-0.31870, -4.47292, -2.27718], [-6.02703, 0.31911, 6.75095], [-5.33343, 2.65557, -4.03006], [-1.76933, -4.76241, -2.27147], [0.71397, 5.41764, 1.59032], [-1.13013, -0.11247, -5.81031], [2.62807, -8.08886, -2.52884], [-1.20249, 1.26058, -1.49002], [-3.72787, 1.95780, 4.22415], [-2.33488, 0.76179, -0.62114], [10.67553, 1.08824, -0.25734], [1.08324, 5.88025, 2.98558], [-5.83458, -1.17246, 6.60176], [4.05664, 2.28016, 4.07377], [-0.40860, 3.43556, -4.96423], [2.99827, 6.21503, 5.69442], [0.83185, 4.60403, -3.33320], [-4.11905, 1.00748, 5.36155], [1.12713, 0.41534, 1.54923], [2.33361, -3.57135, -0.91471], [0.93081, -2.46203, -4.60349], [6.31211, 3.91117, 6.46012], [-1.02823, 5.46881, -0.02752], [1.65935, -4.99221, -0.96888], [2.99995, 7.05860, 7.90133], [-3.72315, -4.16141, -0.83320], [-2.13473, -3.01906, 2.45874], [-4.74576, -0.80745, -4.26774], [4.47343, -6.54657, -5.27602], [-4.27616, -2.91053, 6.49783], [6.09502, 2.85052, 4.12306], [2.51322, 2.08473, -0.12069], [10.47466, 1.95227, 0.33083], [1.92302, 6.12428, 5.84116], [7.56885, -1.23825, 0.09503], [-3.82049, 0.01426, 5.08941], [0.74616, 2.84448, 4.51096], [-4.94739, -1.47114, -5.11492], [-2.85331, 2.05970, 1.65145], [-3.44004, -4.22646, 1.88671], [-1.74110, -2.67059, 1.45533], [1.19101, -4.10804, 1.60877], [-7.08893, 3.96420, -5.61631], [-1.46607, -5.47943, 1.15401], [-5.03867, 1.08557, -2.56461], [0.06556, -0.52304, -1.11224], [3.50988, -2.24044, -3.96247], [-3.49816, 2.99025, 4.56857], [4.92590, -6.72266, -3.19412], [4.99262, -1.70414, -0.59400], [-1.91235, 0.07968, -6.59534], [-5.63391, -0.77677, 1.32023], [-6.14524, 0.87962, 4.82797], [-3.83225, -3.78714, 0.18712], [-9.58539, 4.07644, -4.72540], [5.65774, -1.59158, -2.20307], [-1.47625, -0.87234, -5.10318], [-0.18712, -3.43371, -2.42862], [7.26567, 3.73628, 5.98509], [4.66964, -8.19806, -3.82978], [6.51703, 3.68130, 7.52782], [6.03557, 4.97131, 6.41654], [-3.24786, -3.20592, 6.30330], [0.13653, 1.75713, -6.33737], [-3.50715, 1.63661, -3.34849], [3.83596, 1.48796, -4.59389], [0.74284, 2.46897, -3.46324], [-2.55647, -0.96454, 3.08272], [-0.52796, 6.23384, -0.67568], [-3.54994, 1.35387, 6.25675], [7.91908, 1.24809, 0.24870], [-6.85957, 1.63618, -4.69633], [-0.79037, 4.50358, -0.40526], [-6.49503, -1.74570, 7.23390], [-1.18382, 1.96281, 2.15573], [-3.74766, -1.13365, -3.91464], [-2.89180, 0.10291, -1.33307], [7.77583, -1.13035, -1.71986], [-1.74987, 1.58497, -2.38865], [3.36519, -3.72960, -0.59960], [3.46179, 5.20684, 5.89093], [-3.87716, -8.84606, 1.17273], [1.05933, 5.41347, -4.02450], [-0.20048, -4.62504, -0.26983], [3.73179, 6.40638, 8.47257], [3.68760, 2.88906, -1.08800], [2.93958, 4.59103, -2.70200], [-4.43656, -3.67722, -1.47586], [-7.35263, 4.52599, -3.96878], [-7.13544, 0.45263, 6.94264], [4.13749, -7.26001, -6.00676], [4.87918, 4.10298, 4.39050], [1.60093, -2.41735, 2.02327], [-1.43917, 2.32866, -6.52187], [-2.15220, 5.54939, -0.00169], [1.75542, 0.34318, 4.77473], [2.87204, -3.46926, 1.58297], [-0.08087, 4.81706, -2.78525], [-0.25623, -0.25887, -6.40498], [2.90213, 3.83156, 0.16237], [-5.43976, -0.54312, 2.98933], [-1.89188, -7.61492, 2.11462], [0.76707, 1.42374, 1.22087], [1.54410, 2.77206, 3.02956], [0.78671, 0.75192, -2.22011], [-4.84752, -3.34048, 5.69877], [5.09035, -3.88984, -4.58471], [-2.08271, -5.79674, -2.02360], [2.72747, 7.72491, 4.25389], [-0.26419, 4.22837, -5.67555], [8.55325, 1.26584, -1.39657], [-0.50170, -0.31361, -2.75920], [-5.42274, -8.26805, 1.60787], [-2.69827, -6.92659, 3.59336], [0.83592, 6.91165, 3.12964], [2.90662, 1.86376, -3.14122], [-9.03254, 2.68231, -3.56324], [-11.27859, 2.44619, -5.66938], [-5.45930, 0.73125, 7.59973], [1.10015, -1.87329, -5.51462], [-10.48796, 0.85401, -6.19791], [0.28834, 2.63021, -1.13757], [1.32334, 5.92965, 0.87517], [2.81193, 2.42704, 5.61331], [-4.83137, 2.92082, -4.98845], [2.64846, 0.38681, -4.10132], [0.18240, -0.16592, 1.70103], [2.03812, -5.64055, -0.20476], [2.20498, -3.05426, -1.89651], [0.25479, 0.66603, 3.89972], [-2.12528, -4.58252, -3.27484], [-3.97995, -5.25318, -0.66751], [4.36173, 1.27524, 4.39719], [2.01609, 6.62182, 8.01663], [3.13255, -9.01850, -2.67414], [-6.02823, -1.46522, 5.52621], [4.12715, 6.84937, 3.99642], [-5.15297, 3.51297, -3.40194], [11.58670, 0.61212, 0.11623], [3.01568, -7.76380, -1.56708], [-2.25282, 3.35033, 2.81958], [2.98159, 4.94726, 3.28500], [-0.97831, -5.47167, 2.82120], [3.13558, 8.03622, 8.31423], [-4.32706, -8.67192, 2.96560], [3.97674, -4.64479, -3.47768], [3.24229, -2.61375, -5.70159], [0.92584, 4.36827, 1.50827], [3.49811, 0.40713, -1.10495], [0.20737, -5.00059, -3.05336], [2.78763, -5.48233, -5.48803], [-10.65116, 1.32512, -4.41656], [3.19993, -1.01025, -2.18803], [1.71730, 0.02936, 0.73059], [1.92501, 5.44874, -1.64063], [4.10596, 2.28339, 3.00943], [-4.59512, 2.02393, 3.51166], [-1.26284, -2.98079, 3.15123], [0.82051, -1.65136, -3.78805], [-2.93133, 1.61712, -0.22237], [-1.40528, 3.60523, -4.45374], [5.51374, -6.32073, -5.53250], [10.83811, 1.39066, -1.23715], [-0.05520, -3.02151, -4.68232], [-3.39405, -2.11738, 3.95977], [-1.92261, 0.21675, 0.25565], [6.40070, 0.69256, -1.73138], [-4.59662, -3.50155, 7.36684], [-4.28481, 0.28739, 1.88879], [-5.54841, -1.11707, -3.48327], [0.52057, 5.34222, 3.75156], [1.53426, -8.22583, -2.59457], [2.06124, -5.41270, -1.85846]], "atomic_forces_ev_per_a": [[-0.76, 1.48, -1.26], [0.40, 0.03, 1.36], [-0.79, -0.34, -0.61], [-0.61, -0.13, -0.06], [1.58, -1.36, -0.23], [-1.30, -0.98, -0.27], [-0.31, -0.13, 0.60], [-0.22, 0.06, 0.71], [-1.67, -0.21, -0.71], [0.32, 0.04, -0.08], [0.60, 1.87, -0.48], [1.23, -0.60, 0.68], [-0.06, 0.30, -1.49], [0.73, 1.20, 0.83], [1.40, 1.12, 1.02], [-0.60, 0.19, -0.17], [1.09, 0.86, 0.21], [-0.13, -0.30, -0.04], [0.35, -0.50, -0.92], [-0.11, 1.54, 1.57], [-0.71, -0.32, -0.43], [-1.41, 0.16, -0.58], [1.65, -0.58, -0.41], [2.32, 0.11, 0.64], [0.52, 0.90, -0.04], [-1.06, -0.79, -0.70], [-2.97, 0.26, 0.50], [-0.46, 1.05, -0.15], [-0.80, -0.57, 0.49], [0.39, -0.22, 1.28], [0.78, -0.61, 2.69], [2.23, 0.21, 1.82], [0.55, -0.61, 1.02], [-1.52, 0.67, 1.44], [1.66, 1.24, -0.99], [0.08, 0.68, -0.45], [-1.44, -0.46, 0.07], [0.10, 0.04, -0.97], [0.04, 0.08, 1.12], [-0.72, -0.30, -0.44], [1.41, 2.78, 1.31], [1.60, -0.70, -0.12], [-1.05, -0.71, -0.50], [1.41, -0.62, 0.31], [0.11, 0.05, 1.00], [-0.23, -1.42, -0.05], [0.30, -0.93, 0.59], [-0.77, 0.85, -0.66], [0.09, 2.04, 1.49], [0.23, 1.10, 0.44], [0.55, 0.64, -1.59], [-0.90, 0.61, -0.07], [0.72, 1.90, 1.30], [0.11, 0.93, -1.71], [-1.33, -1.17, -1.13], [0.30, -2.44, 0.91], [-0.17, 0.27, 0.62], [2.18, 0.82, 0.35], [-1.73, -0.18, 0.91], [-0.73, 0.22, 0.21], [-2.64, 0.15, 0.44], [-0.96, 0.74, -0.81], [0.12, 1.52, 0.87], [-0.18, -0.01, 0.05], [0.28, -0.49, 0.08], [0.85, -1.10, 1.93], [0.85, -0.29, 0.52], [0.83, -0.44, -1.77], [0.85, -2.33, 0.75], [-1.00, -2.81, 1.08], [-0.77, -0.83, -1.02], [1.15, -0.82, 0.69], [0.19, 1.36, 0.17], [-1.81, 0.46, -0.59], [-1.42, -0.54, 0.18], [-1.85, 0.78, 0.46], [-0.16, -0.60, 1.71], [-0.95, 1.17, -0.13], [0.58, 1.06, -0.56], [2.44, -0.77, -0.17], [1.19, -1.42, 0.90], [1.95, -0.11, 0.71], [-1.11, -2.66, 1.39], [0.50, -0.38, -0.20], [-0.07, -1.03, 1.41], [-0.09, 0.07, -0.05], [-0.24, 0.84, -0.20], [-0.11, 0.98, 0.66], [-0.38, -0.47, 0.29], [-0.09, 0.31, -0.48], [0.44, -0.56, -0.07], [0.46, -0.82, 0.06], [-0.08, 0.42, -0.24], [0.10, 0.34, 0.73], [-2.37, -0.70, -1.50], [-0.43, -0.89, 0.54], [0.78, 1.07, -0.47], [-0.50, -0.32, 0.44], [-1.13, 0.07, 1.03], [-0.28, -0.39, 0.14], [-0.12, 0.79, -0.30], [0.01, -0.63, -0.92], [-0.43, -0.46, 0.00], [0.14, 1.10, 1.19], [0.00, 0.23, 0.56], [0.18, -0.25, 0.72], [-0.25, 0.12, -0.90], [0.90, 0.26, 0.24], [0.06, 0.59, -0.42], [-0.46, 0.52, 0.52], [-0.50, 0.43, 0.37], [0.42, -0.79, -0.93], [0.39, 1.33, 0.28], [0.28, 0.02, -0.68], [0.16, -1.21, -0.68], [-0.33, 0.17, -0.49], [-0.18, -0.13, -0.36], [0.28, 0.71, 0.07], [0.62, 0.37, 0.38], [-1.26, -0.51, -0.45], [0.65, 0.69, -0.81], [-0.35, 1.71, -0.77], [0.08, -1.00, -0.57], [-0.63, -0.29, 0.24], [-0.48, -0.65, -0.36], [0.19, 0.18, 0.26], [-0.43, 0.98, 0.39], [0.28, -0.97, -0.20], [-0.28, -0.29, 0.48], [-0.36, 0.37, 0.45], [-0.20, 0.50, 0.20], [-0.12, 0.24, 1.17], [0.18, 0.45, 0.91], [0.78, 0.66, -0.09], [0.46, 0.04, -0.54], [-0.21, 0.86, -0.27], [0.42, -0.84, 0.31], [-0.20, 0.06, -0.17], [0.25, -0.44, -0.54], [-0.78, 0.36, -0.61], [0.42, 0.14, -0.44], [1.14, -0.59, -0.86], [-0.22, 0.16, -0.48], [0.38, -0.30, 0.34], [1.20, 0.33, -0.38], [-0.24, -0.28, -0.52], [-0.07, 1.96, -0.42], [-0.47, 1.00, 0.81], [0.01, -0.26, 1.09], [1.14, 0.22, -0.48], [-0.03, -0.42, -0.80], [1.12, -0.45, 0.20], [-0.43, 0.22, 0.04], [1.17, -0.49, 0.19], [-0.50, -0.01, -0.30], [0.69, -0.24, -0.04], [-0.08, -0.04, 0.18], [0.43, -0.32, 0.52], [0.03, -0.21, -0.79], [-1.07, -0.58, 0.52], [-0.58, 0.38, -0.96], [0.14, -0.55, -0.42], [0.74, 0.23, -0.15], [-0.64, -0.04, -0.48], [0.15, 0.25, -0.42], [-0.12, 0.19, -0.45], [-0.26, -0.11, -0.20], [0.20, 0.35, 0.35], [-0.08, -0.14, -0.72], [-0.40, 0.74, -0.19], [0.13, -0.14, 0.07], [-0.40, 1.12, -0.52], [0.57, -0.51, -0.09], [-0.41, -0.56, 0.27], [0.03, -0.36, -0.14], [-0.10, 0.92, 0.75], [-0.09, -0.11, -0.32], [0.63, 0.52, -0.57], [0.06, 0.25, -0.27], [-0.27, -0.19, 0.04], [-0.63, -0.50, 0.07], [0.58, 0.03, -0.31], [0.04, -0.17, 0.89], [0.42, -0.48, 0.73], [-1.05, -0.75, -0.25], [-0.85, 0.63, -0.35], [0.47, 0.85, -0.78], [-0.32, -0.55, -0.37], [-0.39, 0.22, -0.26], [0.21, -0.97, -0.56], [-0.53, 0.37, 0.82], [1.19, -0.02, -0.29], [0.32, 0.38, 0.58], [-0.01, 0.20, -0.05], [-0.39, 0.60, 0.27], [0.36, -1.11, -0.60], [-0.35, -0.82, 0.02], [-0.87, 0.04, -0.10], [-0.52, 0.57, 0.50], [0.23, 0.13, -0.57], [-0.29, 0.34, -0.31], [0.13, 0.26, -1.08], [0.12, -0.91, -0.19], [0.65, -0.82, -0.93], [-0.11, -0.06, -0.97], [-1.02, -0.13, 0.11], [0.15, 0.11, -0.95], [-0.35, -0.33, 0.15], [0.02, -0.42, -0.17], [-0.31, -0.81, -0.31], [-0.35, 0.14, -0.96], [0.82, -0.07, 0.15], [-0.35, -0.14, -0.38], [0.39, -1.33, -0.70], [0.24, -0.74, -0.76], [0.94, 0.35, 0.04], [0.18, -0.40, 0.44], [0.14, 0.46, -2.18], [1.06, 0.93, 0.03], [-0.83, -0.69, -0.12], [-0.46, 0.00, -0.52], [-1.35, -0.62, 0.58], [0.08, -0.04, 0.14], [-0.16, -0.34, -0.04], [1.35, 0.44, -0.86], [-0.13, -0.33, -0.02], [0.55, -0.02, 0.70], [0.50, -0.52, -1.08]]}

***

2.
{"formula": "CH3O3", "method": "the ωB97M-V functional and the def2-TZVPD basis", "lumo_energy_ev": 4.473, "total_charge": -1, "relative_energy_kj_mol": 27.8, "homo_ev": -4.35, "elements": ["O", "O", "O", "C", "H", "H", "H"], "xyz": [[-1.80869, -1.36333, -0.90370], [0.00000, 0.00000, 0.00000], [1.35171, 1.76076, -0.16061], [0.48470, 0.97647, -0.63310], [0.27179, 1.09740, -1.72293], [-2.63166, -1.20361, -0.38847], [-1.13613, -0.78059, -0.48379]], "atomic_forces_ev_per_a": [[-2.52, -0.90, -0.01], [-0.03, 0.62, -0.11], [-0.97, -0.17, -0.82], [2.14, 0.21, 1.29], [-0.48, -0.07, 0.15], [0.94, -0.21, -0.63], [0.92, 0.52, 0.13]]}